# 1
Molecular formula: C5H4ClN3
Method: DFT, the ωB97M-V functional and the def2-TZVPD basis

Last column: Mulliken charge in e.
Atoms and positions in Å:
1 N -1.308 0.620 -0.776  -0.22
2 H -1.361 1.119 1.240  0.28
3 C 2.654 -0.642 -0.116  0.64
4 C -1.698 0.284 0.606  -0.37
5 H 0.466 0.921 -2.023  0.41
6 N 0.364 -0.989 0.573  -0.37
7 H -2.843 0.281 0.526  0.24
8 C -0.914 -1.012 0.740  -0.24
9 C -0.380 0.960 -1.402  0.20
10 H -1.511 -1.921 0.598  0.33
11 Cl 1.415 1.634 0.159  -0.32
12 C 1.370 -0.361 0.190  -0.10
13 N 3.744 -0.894 -0.315  -0.45

Largest force on an atom = 3.2 eV/A
Charge = 0
Total energy = -22237.1157 eV
Kohn-Sham gap (spin up / spin down) = 7.6 / 7.6 eV
2S+1 = 1

---

# 2
Molecular formula: C5H5FN2O
Method: DFT, the ωB97M-V functional and the def2-TZVPD basis

Last column: Mulliken charge in e.
Atoms and positions in Å:
1 C -1.725 -0.617 0.336  0.15
2 C 0.740 -0.568 -0.948  0.45
3 H -0.955 1.015 1.493  0.38
4 C -1.338 -1.590 -0.730  0.02
5 O 1.862 -0.577 -1.439  -0.61
6 C -0.769 0.310 0.696  -0.06
7 H 2.180 1.598 -0.437  0.32
8 H -2.049 -2.374 -0.958  0.41
9 H 2.088 1.025 1.247  0.33
10 N -0.170 -1.565 -1.333  -0.54
11 N 0.484 0.370 0.031  0.05
12 H 1.070 2.298 0.712  0.37
13 C 1.507 1.359 0.418  -0.99
14 F -2.925 -0.685 0.912  -0.28

Largest force on an atom = 3.1 eV/A
Charge = 0
SMILES = Cn1cc(F)cnc1=O
Total energy = -13010.4266 eV
Kohn-Sham gap = 8.8 eV
2S+1 = 1

---

# 3
Molecular formula: CH3Br2ClP
Method: DFT, the ωB97M-V functional and the def2-TZVPD basis

Last column: Mulliken charge in e.
Atoms and positions in Å:
1 Br -2.985 1.783 -0.477  0.03
2 H 0.117 0.998 0.006  0.33
3 Br -2.939 -1.769 -0.485  0.04
4 H 0.042 -0.737 1.043  0.33
5 Cl -2.369 0.021 2.388  -0.07
6 H 0.060 -0.587 -0.876  0.38
7 P -2.094 -0.005 0.381  0.80
8 C -0.298 -0.122 0.056  -0.84

Largest force on an atom = 2.9 eV/A
Charge = +1
Total energy = -162975.7244 eV
Kohn-Sham gap = 10.4 eV
2S+1 = 1

---

# 4
Molecular formula: C7H12
Method: DFT, the ωB97M-V functional and the def2-TZVPD basis

Last column: Mulliken charge in e.
Atoms and positions in Å:
1 C -0.495 1.065 -0.188  -0.74
2 C 1.222 -0.321 1.137  -0.33
3 H -1.353 -1.743 -2.013  0.40
4 H -0.822 1.523 0.751  0.32
5 H 1.268 0.795 -2.189  0.01
6 H -2.050 0.837 -1.745  0.32
7 H 0.739 0.456 -2.587  0.03
8 C 0.353 -1.071 -0.921  -0.71
9 C 0.579 0.021 0.022  0.55
10 C -1.597 0.270 -0.925  -0.51
11 H 1.402 0.707 3.057  0.25
12 H -0.260 0.444 2.458  0.33
13 C -0.885 -0.985 -1.401  -0.38
14 H -0.136 1.896 -0.813  0.28
15 H 1.064 -1.884 -1.023  0.36
16 H 0.679 -0.918 3.055  0.29
17 H -2.404 0.008 -0.228  0.28
18 C 0.753 0.029 2.505  -1.04
19 H 1.944 -1.131 1.049  0.31

Largest force on an atom = 0.7 eV/A
Charge = 0
SMILES = C/C=C1/C=CCC1.[H][H]
Total energy = -7450.9203 eV
Kohn-Sham gap = 9.0 eV
2S+1 = 1

---

# 5
Molecular formula: C64H82GeP2PbSSi
Method: DFT, the ωB97M-V functional and the def2-TZVPD basis

Last column: Mulliken charge in e.
Atoms and positions in Å:
1 C -1.949 0.391 -0.601  0.53
2 H 2.210 5.747 1.612  0.40
3 C -4.945 4.438 -0.111  -0.73
4 C 0.154 3.374 0.253  -0.18
5 H -1.759 -2.700 5.955  0.50
6 H 3.303 1.631 -5.475  0.32
7 H -2.862 1.209 5.238  0.22
8 H 0.403 7.249 0.813  0.31
9 H 2.064 3.327 1.255  0.25
10 C -4.372 2.501 -1.468  0.16
11 H 5.032 0.569 -1.229  0.37
12 H -2.644 2.179 2.345  -0.52
13 C -0.280 -4.529 2.047  -1.25
14 H 6.261 1.909 0.413  0.38
15 C 5.488 -5.077 0.174  -0.66
16 H -2.565 -0.031 1.634  -0.90
17 H -0.464 -1.851 -4.608  0.68
18 C 0.197 2.886 -3.896  -0.18
19 H -1.795 -0.689 -0.781  -0.33
20 C -0.765 5.630 0.008  -0.84
21 C -4.275 -3.285 3.657  -0.26
22 C -4.737 -0.598 -1.570  0.00
23 H -4.842 2.643 3.403  0.17
24 H 4.124 -2.173 1.456  -0.14
25 H -5.611 2.237 -3.203  0.44
26 H 1.741 -1.337 -3.978  0.50
27 H -6.208 0.586 3.723  0.42
28 C 1.249 3.959 0.902  -0.09
29 C -2.910 2.175 -4.442  -0.05
30 H -1.337 1.476 3.266  -0.35
31 H -0.112 1.848 -3.770  -0.16
32 C -2.420 1.464 3.145  0.87
33 H 5.427 1.993 2.769  0.34
34 C 4.064 -2.811 -0.614  0.93
35 C -3.099 1.920 4.435  -1.02
36 H -6.999 4.229 -2.792  0.38
37 C -0.197 -3.697 -1.684  -0.75
38 H -6.356 0.712 -1.030  0.27
39 C -1.229 -3.540 2.286  0.09
40 C -5.970 4.772 -0.985  -0.57
41 C 3.467 -0.061 0.094  0.59
42 C -4.527 -4.765 5.672  -0.60
43 H -7.299 -3.451 -0.783  0.34
44 H 1.854 2.242 -6.317  0.32
45 C -4.395 -1.949 -1.694  0.04
46 C -2.891 0.070 2.685  2.18
47 H 1.825 -4.964 2.020  0.28
48 H -0.269 3.304 -4.790  0.56
49 H 0.004 -1.758 -0.733  -1.09
50 C 4.885 1.448 2.005  -1.04
51 C -2.877 2.316 -5.823  -0.67
52 H -4.752 5.055 0.760  0.46
53 C -6.202 3.974 -2.101  -0.74
54 H 2.220 -2.964 -2.408  0.16
55 H -6.586 5.645 -0.800  0.37
56 H -5.119 2.353 5.128  0.49
57 C -6.042 -0.318 -1.154  -0.26
58 H 6.520 -5.005 -1.730  0.48
59 C -3.239 -2.424 4.399  0.72
60 H -2.600 3.265 -6.270  0.41
61 H -3.363 3.054 0.332  -0.03
62 C 1.060 -4.198 2.095  -0.21
63 H 1.860 0.071 4.322  0.55
64 C -3.456 -3.960 6.406  -0.95
65 C 2.235 1.823 -5.384  -0.56
66 H 3.244 -3.529 -0.497  0.17
67 H -1.563 6.274 -0.351  0.41
68 H 5.667 -2.098 0.645  0.56
69 H 5.886 -4.018 2.028  0.46
70 H 4.206 -4.491 1.816  0.05
71 C -6.956 -1.329 -0.873  -0.73
72 C 5.357 1.388 0.708  -0.98
73 C -5.302 -2.969 -1.430  -0.81
74 P 3.281 -1.234 -1.369  -0.98
75 C -3.583 -0.099 -4.673  -0.09
76 C -3.288 0.975 -3.834  -0.58
77 C -0.284 -2.004 -3.540  0.44
78 H -2.913 -4.603 7.106  0.42
79 C -0.840 4.254 -0.190  -0.08
80 H 4.607 -5.610 -0.197  0.28
81 H 6.958 -3.724 -0.605  0.33
82 H -7.957 -1.077 -0.536  0.38
83 H 1.090 -2.974 -0.101  -0.36
84 H -0.102 3.459 -3.017  -0.07
85 H -3.940 -3.173 6.996  0.32
86 H -3.805 -4.123 3.144  0.31
87 C -2.487 -3.309 5.415  -0.79
88 H 0.863 -0.315 -2.846  -0.47
89 C -5.125 0.569 3.890  -0.65
90 H -4.816 -2.707 2.909  0.03
91 C -4.162 3.314 -0.355  0.07
92 H -2.721 2.901 4.738  0.45
93 H 2.455 -2.580 2.071  0.15
94 H -3.876 -1.049 -4.234  0.24
95 C -4.423 0.039 2.637  -0.23
96 H -4.042 -5.587 5.133  0.30
97 C 4.755 -2.695 0.745  -0.69
98 H -6.020 -4.474 4.138  0.41
99 C -6.591 -2.662 -1.011  -0.59
100 C 2.902 0.097 1.400  1.63
101 H -1.106 -1.515 -3.006  -0.69
102 C 1.342 5.331 1.108  -0.64
103 H -1.925 -4.084 4.883  0.25
104 H 0.229 -4.683 -1.467  0.30
105 C 5.082 -4.098 1.291  -0.87
106 H -1.200 -3.678 -1.248  0.26
107 C 5.079 -3.378 -1.636  -0.86
108 C -4.614 1.967 4.236  -0.74
109 C 0.647 -2.596 -1.012  1.02
110 H 4.540 -3.916 -2.422  0.34
111 C 1.051 -1.347 -3.132  -0.61
112 C -0.887 -2.209 2.537  0.28
113 C 6.117 -4.312 -0.986  -0.91
114 H 0.567 -3.971 -3.701  0.41
115 C -5.413 2.855 -2.332  -0.52
116 Ge -3.321 0.830 -1.793  0.77
117 C -3.550 0.026 -6.058  -0.66
118 C 1.076 0.588 3.756  -1.82
119 H -3.822 -1.714 4.999  0.05
120 H -3.200 1.348 -7.719  0.33
121 C -0.288 -3.495 -3.207  -1.32
122 Pb 0.227 1.136 -0.438  0.54
123 H -0.594 -5.550 1.857  0.34
124 H -4.939 -0.092 4.744  0.13
125 H -5.228 -5.211 6.385  0.38
126 C 3.680 0.830 2.310  -0.90
127 S 1.996 2.986 -4.019  -0.05
128 H 0.130 0.336 4.234  0.47
129 C 4.654 0.629 -0.216  -1.11
130 C 0.333 6.178 0.660  -0.48
131 H -4.711 0.680 1.793  0.18
132 C 1.715 -2.092 -1.964  0.90
133 H -3.382 -2.215 -1.989  0.19
134 C 1.407 -2.852 2.153  -0.23
135 C -5.264 -3.884 4.665  -1.07
136 H 1.716 0.897 -5.156  -0.03
137 H 6.179 -5.832 0.561  0.50
138 H -2.270 -3.814 2.269  0.26
139 H -5.787 -3.079 5.195  0.38
140 H -5.007 -4.007 -1.543  0.41
141 H 5.599 -2.549 -2.122  0.33
142 C 0.471 -1.825 2.293  -0.22
143 H 1.225 1.670 3.854  0.23
144 H -1.190 -3.976 -3.596  0.52
145 Si 1.030 -0.012 1.924  0.68
146 P -1.978 -1.210 3.669  -0.60
147 H -1.703 3.853 -0.716  0.64
148 H -2.668 3.029 -3.813  0.60
149 H -4.783 -0.957 2.386  -0.20
150 C -3.205 1.239 -6.640  -0.58
151 H -3.803 -0.822 -6.688  0.37
152 H 3.320 0.938 3.325  0.35

Largest force on an atom = 0.9 eV/A
Charge = -2
Total energy = -166750.8062 eV
Kohn-Sham gap = 4.2 eV
2S+1 = 1

---

# 6
Molecular formula: C5H7Cl
Method: DFT, the ωB97M-V functional and the def2-TZVPD basis

Last column: Mulliken charge in e.
Atoms and positions in Å:
1 C 1.644 -0.033 0.472  -0.21
2 H -2.893 0.138 -0.086  0.29
3 C 0.317 0.546 0.156  -0.38
4 H -2.403 0.915 -1.529  0.32
5 C -0.783 0.085 -0.447  0.78
6 Cl -0.725 -1.439 -1.308  -0.23
7 H 2.969 -1.586 1.017  0.27
8 H -1.987 1.783 -0.040  0.27
9 H 1.365 -2.155 0.450  0.22
10 H 0.192 1.583 0.539  0.15
11 C 2.019 -1.316 0.635  -0.73
12 C -2.094 0.743 -0.504  -1.02
13 H 2.379 0.737 0.644  0.27

Largest force on an atom = 2.1 eV/A
Charge = 0
SMILES = C=C/C=C(/C)Cl
Total energy = -17819.6998 eV
Kohn-Sham gap = 9.5 eV
2S+1 = 1